179
Properties=species:S:1:pos:R:3 method="wB97M-V/def2-TZVPD" molar_mass_g_mol=1026.51 lumo_ha=0.0161 total_charge=0 energy_ev=-89357.427 spin_multiplicity=1 homo_lumo_gap_ev=8.249
C 5.9674 -1.7293 0.3214
H 0.4464 3.0641 -1.1530
C 2.9032 4.0937 -2.6014
H 3.0037 3.7449 1.6989
C 1.0368 8.5470 3.1644
C 1.9571 -2.9623 -3.7636
C 2.2401 3.6179 -3.7318
H -0.3114 -0.9517 6.2104
H -1.9576 3.6958 -2.6727
C -4.8529 4.0786 0.5240
H -0.2553 3.7912 3.2103
N 4.1415 -3.1584 -3.6791
H 8.6580 -3.0267 -1.5624
C -2.7543 -3.1184 3.6357
H 8.5235 -3.7713 0.9823
O 1.5209 7.2903 3.3872
C 1.8590 -4.9862 0.6891
H -1.6067 -1.2073 3.7131
C -0.1073 -5.5098 -3.0884
H 1.1153 -5.4222 -0.0293
N 2.0628 1.4717 3.6500
C 2.6137 -3.1406 2.0459
H 7.1872 -3.2152 1.7746
H -7.8811 -0.6533 0.9435
H -4.1584 -0.0310 -3.5601
H 5.3916 1.3286 -0.5184
C 0.2207 0.3830 0.2646
H 1.2603 0.6727 0.1859
H -3.3278 -2.5843 2.8946
C 3.7613 -2.2092 -2.7615
H -2.7403 -1.4995 5.0680
O -1.7917 6.8046 -1.4673
H 2.2203 -3.7093 2.9003
C 1.7683 -3.4501 0.8838
C -1.9155 0.0384 0.8842
H -7.4509 0.7538 -0.0597
H -2.7782 8.4372 -0.4625
C -5.1692 4.6252 1.7418
H -1.8457 -2.9376 -2.3236
H -4.2494 -5.4756 -1.1226
H -0.1624 -3.0340 0.3287
H 3.9314 0.3303 -0.4924
H -4.1738 -4.6704 4.0239
C 2.5160 4.7760 1.6586
H 0.8008 -2.2984 5.9474
C -2.0086 -0.3940 -6.1411
H -1.1601 5.9967 0.3334
N -0.2890 3.5830 -0.6432
H -2.4663 -4.1594 0.9287
C 2.9973 2.9942 -1.7664
H 1.9167 4.9061 3.6540
C -2.2506 -4.5574 -1.0263
H -5.5581 -2.9753 -0.5731
H 0.7242 -5.2129 -2.4305
O -1.0649 -4.5158 -3.2695
H 4.9074 0.4551 0.9192
H 1.1445 8.8474 2.1588
C 2.4007 1.5504 4.9519
H 0.0327 -0.3313 -1.7642
C 4.9527 0.4010 -0.1537
H 0.3555 5.3880 -1.4904
H -4.4588 -3.1274 4.9836
C 1.4370 4.9308 2.6811
C -3.7468 2.9491 2.0129
C -4.9983 -0.4555 -0.9037
H 0.1580 -5.7822 -4.1020
H 5.9162 -1.3168 1.3214
N -1.7877 -1.3473 -5.1891
H 1.6133 9.1961 3.8112
H -3.2183 8.1053 -2.1333
H 4.4658 -1.7361 -2.0971
H 1.7459 1.7074 -4.3730
H -2.4459 -0.7817 -1.0241
O -0.9659 -2.5623 5.0989
C -3.5358 -4.9442 -1.7278
H 1.4426 2.1294 3.1630
H -3.7941 6.9572 -0.9169
H -3.4022 -5.3726 -2.7191
H -6.9697 -1.1400 -1.4469
C -3.9938 2.9660 0.6589
N 0.4982 3.7754 2.5304
O 3.1855 -5.3286 0.2777
C -0.8783 0.5304 -4.4553
H -5.0859 0.6096 -1.1907
C 0.0343 -1.6824 5.4877
H -0.7820 -1.4861 -3.3942
C -2.9399 7.6290 -1.2089
H -6.4418 0.1975 1.1995
H 1.7506 -1.5214 -2.1114
H 3.0099 -4.2070 -1.4599
H -4.2718 4.0535 3.6400
H -4.0791 -1.8291 -3.7641
H 5.1572 -2.4878 0.2516
O -4.2927 -1.2320 -1.8624
H -2.8499 0.0546 1.4141
H -1.5023 1.7617 -6.1980
C 3.3579 -5.1986 -1.1356
H 1.8097 4.0350 -4.6144
H -3.4103 2.3814 -0.0698
C 3.0530 -3.6760 -4.2461
C 2.3537 -2.0759 -2.7928
H 3.2548 5.5735 1.6532
C 0.6722 6.2665 2.7732
H -2.4942 -0.6726 -7.0508
H -5.8424 5.4426 1.8897
C -2.0204 -1.9422 4.3974
H -1.0529 2.9482 -0.8185
C 3.8010 0.1720 3.9356
H 2.6677 -2.0788 2.3711
H 4.3808 -5.3958 -1.3815
H 6.9461 -3.4901 -1.7121
H 3.1588 -4.4722 -5.0160
H 2.7633 -5.9393 -1.6392
H 2.8495 0.6320 1.9091
C -0.7355 0.5449 1.3194
H 3.5206 2.9028 -0.8243
H -1.7024 -5.4229 -0.6244
C -1.4577 0.7992 -5.6936
H -5.5984 -0.9880 -3.4734
H 8.1017 -1.5310 0.2631
N -1.7326 -0.3762 -0.4262
H 0.4974 -1.9323 1.2857
C 7.3840 -2.3331 0.0481
H 3.8968 0.5850 6.1775
H 1.9066 2.3127 5.5135
H -0.4982 1.0165 2.2835
N 2.0290 2.2726 -3.5906
C -1.0695 -0.8237 -4.1692
H 0.9363 -3.0597 -4.1322
H -6.8186 -2.8270 0.4446
C 3.4288 0.6855 5.1982
H -2.5365 5.1813 -0.4263
H 0.1397 3.7377 1.5680
H 2.2334 -3.0332 -0.0300
C -7.0725 -0.1521 0.4099
H -0.3125 3.6838 -3.2594
C -0.5683 4.7936 -1.4353
C -4.5527 -1.0033 -3.2196
H 3.6307 -3.4785 1.8495
H -4.3975 -0.3831 -0.0099
C 2.4786 1.8356 -2.3717
H 3.2094 5.1387 -2.4648
C 2.9568 0.7503 2.9690
H -0.3523 -3.6392 -1.5630
N -4.4572 3.9001 2.6538
H 4.5815 -0.5303 3.6977
C -6.3099 -1.0771 -0.5472
H -3.0902 2.2850 2.5856
N -5.9919 -2.3583 0.0914
N -2.4274 -3.5979 0.0892
H 0.0395 8.6707 3.5428
H 5.0931 -3.5308 -3.8386
H 2.0947 4.8636 0.6485
C -0.4041 -0.2018 -0.7964
N 0.4187 -2.8986 1.0967
H -1.0206 -3.6242 2.5634
H -1.5023 -4.6333 3.8143
H 7.5520 -1.9012 -1.9967
H -1.2852 5.1447 -3.4863
H -5.3957 4.3066 -0.4022
C -1.5864 5.6951 -0.6631
H 2.5301 0.8156 -2.0439
C -3.7152 -3.8249 4.5676
H -1.9848 -2.3333 -5.2181
C -1.0609 4.3320 -2.8201
N 7.5583 -3.5139 0.8809
N -1.8334 -4.0944 3.0166
C 7.6299 -2.7455 -1.3591
H 0.2730 6.6574 1.8420
H 0.5143 -1.1596 4.6489
H -0.1051 6.0868 3.5105
H -3.3630 -3.2272 -0.0527
O 5.7728 -0.6643 -0.5894
H -0.5394 -6.3880 -2.5841
C -1.3345 -3.8667 -2.0444
H -0.5382 1.3279 -3.8360
H -3.1780 -4.2178 5.4504
H 1.6870 -5.4770 1.6431
H -4.0396 -3.9673 -1.7580